# 1
11
Properties=species:S:1:pos:R:3:forces:R:3:nbo_charge:R:1 method="wB97M-V/def2-TZVPD" largest_force_ev_per_a=3.0 charge=0 mol_weight_g_mol=100.077
C 1.207 1.092 -0.236 1.7471 -1.9886 -0.4786 -0.238
N 0.139 0.173 -0.093 0.9658 -1.4935 0.2390 -0.258
N -1.134 0.547 -0.179 -1.2338 -0.0344 -0.4014 -0.448
C -1.953 -0.385 0.396 0.8201 -0.5990 0.2651 0.456
O -1.547 -1.404 0.962 -0.5005 0.5246 -0.2673 -0.647
C 0.753 -1.029 -0.147 -2.2847 1.1510 -0.1449 0.776
O 0.899 -2.143 0.090 0.5692 -0.4235 0.1173 -0.363
H 1.486 1.407 -1.237 -0.4256 0.0642 -0.1670 0.213
H 1.149 1.924 0.469 0.4429 -0.3940 0.2422 0.230
H 2.008 -0.055 -0.273 -0.0925 2.9644 0.5317 0.149
H -3.020 -0.184 0.260 -0.0079 0.2288 0.0641 0.129

---

# 2
11
Properties=species:S:1:pos:R:3:forces:R:3:nbo_charge:R:1 method="wB97M-V/def2-TZVPD" largest_force_ev_per_a=6.0 charge=0 mol_weight_g_mol=100.077
C -1.730 0.271 -1.183 -0.8589 -4.7547 -1.0351 -0.262
C 0.310 0.356 0.266 -3.8666 2.0998 -4.0130 0.783
C 1.956 -0.205 1.453 -0.7306 1.0411 -2.2651 0.132
H -2.723 -0.089 -0.478 2.7354 0.9780 -2.2210 0.188
H -2.100 0.897 -2.179 1.2908 -1.7318 2.7760 0.222
H -0.936 -0.938 -1.453 -3.3058 3.5168 -0.0256 0.176
H 2.787 0.025 2.274 -1.9716 -1.2544 -2.2916 0.254
N 1.230 0.907 0.897 1.5090 1.2606 3.8664 -0.524
N 1.547 -1.306 0.786 2.0886 0.6510 2.7245 -0.145
O -0.839 0.966 -0.411 3.7689 1.0412 2.7100 -0.529
O 0.497 -0.883 0.028 -0.6593 -2.8477 -0.2256 -0.295

---

# 3
11
Properties=species:S:1:pos:R:3:forces:R:3:nbo_charge:R:1 method="wB97M-V/def2-TZVPD" largest_force_ev_per_a=5.4 charge=0 mol_weight_g_mol=100.077
C 1.572 -0.124 0.128 1.3717 2.6898 -1.9678 -0.438
C -1.756 -0.697 -0.045 -0.7218 -5.1999 1.0847 0.413
C -0.674 1.042 -0.111 1.6054 3.4621 -0.2493 0.694
H 1.611 -0.506 1.111 0.1107 -0.6572 0.9720 0.209
H 2.267 -0.552 -0.617 -0.6109 -0.6187 0.5836 0.220
H 1.952 0.933 0.104 -0.3967 -0.6788 0.5377 0.246
H -2.331 -1.736 0.066 0.0452 3.0943 -0.2245 0.216
N 0.251 0.018 -0.395 -1.1921 -0.4367 0.1343 -0.159
N -1.912 0.534 0.114 -2.0268 -0.5602 -0.2033 -0.508
O -0.518 -1.152 -0.215 0.9726 -0.0780 -0.7498 -0.318
O -0.463 2.240 -0.140 0.8425 -1.0167 0.0824 -0.575

---

# 4
11
Properties=species:S:1:pos:R:3:forces:R:3:nbo_charge:R:1 method="wB97M-V/def2-TZVPD" largest_force_ev_per_a=0.7 charge=0 mol_weight_g_mol=100.077
C 0.617 0.179 -0.676 -0.2258 0.0831 -0.1373 0.133
N -0.733 -0.452 -0.776 0.6859 -0.1198 0.0737 -0.333
C 0.270 0.624 0.777 0.5853 -0.2406 -0.0511 0.495
C -1.196 0.257 0.713 -0.5582 -0.2253 -0.3030 0.049
O 1.685 -0.702 -0.750 -0.1636 0.0668 0.1420 -0.686
N -1.754 0.532 -0.499 0.0567 0.3574 0.2516 -0.437
O 1.005 0.914 1.679 -0.3743 -0.1085 -0.3306 -0.506
H 2.077 -0.811 0.128 -0.0645 0.0422 -0.0771 0.491
H -0.888 -1.457 -0.759 0.0447 0.1559 0.3244 0.403
H 0.682 0.952 -1.440 -0.0118 -0.0167 0.0494 0.200
H -1.764 -0.036 1.603 0.0257 0.0055 0.0579 0.192

---

# 5
12
Properties=species:S:1:pos:R:3:forces:R:3:nbo_charge:R:1 method="wB97M-V/def2-TZVPD" largest_force_ev_per_a=4.4 charge=0 mol_weight_g_mol=132.144
C -2.141 -0.433 -0.016 -0.9666 0.8016 -2.3196 0.688
C 1.845 -0.298 -0.585 -1.2590 0.7954 0.8296 -0.441
C 0.830 0.535 -0.391 0.1097 0.5434 0.0828 -0.403
N -2.578 -0.280 -1.124 -1.1230 0.4109 0.0635 -0.705
N -1.555 -0.116 0.965 0.7071 0.0883 4.3211 -0.776
O -0.053 -1.996 -0.281 -0.3304 -0.8025 1.1038 -0.918
O 0.968 -0.979 1.930 -1.1559 -0.6785 -3.1145 -0.879
S 0.647 -0.984 0.469 2.5865 2.1715 0.2954 2.115
H -2.493 -0.871 -1.895 0.2024 -1.1148 -1.0447 0.406
H 2.639 -0.138 -1.240 1.7745 -0.6695 -0.6376 0.230
H 0.610 1.588 -0.766 -0.3093 -1.6917 0.8433 0.254
H -1.642 -0.494 1.905 -0.2361 0.1458 -0.4232 0.428

---

# 6
12
Properties=species:S:1:pos:R:3:forces:R:3:nbo_charge:R:1 method="wB97M-V/def2-TZVPD" largest_force_ev_per_a=6.1 charge=0 mol_weight_g_mol=132.144
C 0.626 1.284 0.327 -0.0899 -2.9035 0.1573 0.237
C 1.399 -0.583 -0.731 1.6491 -3.9964 0.3008 -0.345
C -0.755 -0.278 0.864 4.8364 -0.0176 3.7530 -0.374
N 1.432 0.690 -0.397 -2.0873 5.3481 1.7856 -0.354
N -1.717 0.017 -0.024 -3.7784 1.1235 -2.0856 0.444
O -2.756 0.557 0.311 -0.3348 0.4172 0.8424 -0.395
O -1.487 -0.277 -1.170 -0.0002 0.1442 -1.9211 -0.413
S 0.199 -1.610 0.287 1.0216 -0.2906 1.4597 0.209
H 0.571 2.265 0.784 -0.1412 -0.0266 -0.2959 0.228
H 0.977 -0.829 -1.664 0.3058 0.4145 -1.7094 0.256
H 2.465 -0.892 -0.568 -1.1165 -0.8038 -0.4262 0.240
H -0.955 -0.345 1.982 -0.2647 0.5910 -1.8607 0.267

---

Number 1: E_tot -10245.816 eV. Number 2: E_tot -10245.712 eV. Number 3: E_tot -10248.762 eV. Number 4: E_tot -10246.245 eV. Number 5: E_tot -21080.763 eV. Number 6: E_tot -21080.075 eV.